Entry 1:
Density functional theory data (the ωB97M-V functional and the def2-TZVPD basis) for a gas-phase ion, C4H9OS (charge -1) at a distorted geometry.

XYZ file:
```
15
Properties=species:S:1:pos:R:3:forces:R:3
O -0.925 -1.530 -2.385 0.0865 -0.2449 0.0865
C -1.385 -0.468 -1.705 1.2181 -0.4794 -0.0186
C -0.244 0.311 -0.929 -0.5257 -0.2707 -0.6079
C 0.012 -0.225 0.458 0.6964 0.3110 0.5588
C 1.319 0.324 1.094 -0.0315 -0.5662 -0.0876
S 1.149 1.224 2.670 -0.0121 0.2187 -0.1756
H -2.087 -0.770 -0.888 -0.5841 0.3927 -0.1208
H -1.824 0.289 -2.394 -0.5415 0.2121 0.2814
H 0.652 0.116 -1.523 0.0543 0.1975 -0.1576
H -0.483 1.379 -0.965 0.1808 0.1976 0.3818
H -0.801 -0.038 1.164 -0.1868 -0.0265 -0.2095
H 0.158 -1.300 0.370 -0.2887 -0.1963 -0.0579
H 1.829 0.984 0.396 -0.0033 0.2552 0.0906
H 2.011 -0.496 1.299 0.0127 0.0799 -0.0910
H 0.619 0.199 3.338 -0.0752 -0.0807 0.1274
```
Forces are in eV/Å.

## Properties
* 2S+1: 1
* charge: -1
* SMILES: [O-]CCCCS
* highest occupied orbital energy: -2.220 eV

=====

Entry 2:
Density functional theory data (the ωB97M-V functional and the def2-TZVPD basis) for 2 unconnected molecules or ions with the total composition C4H9S at a distorted geometry.

XYZ file:
```
14
Properties=species:S:1:pos:R:3:forces:R:3
C 2.541 1.039 -0.010 -0.0576 1.6458 -0.3103
S 1.246 0.620 -1.329 0.7780 0.0305 0.8512
H 3.220 1.806 -0.489 -0.3347 -0.8953 0.4134
H 2.081 1.677 0.837 0.5837 -1.4621 -0.8526
H 3.202 0.198 0.352 -0.9600 0.7373 -0.1758
C -0.629 -1.381 0.812 -2.1966 -1.7201 2.0549
C -1.808 -0.342 0.720 -1.6275 -1.1827 -1.1103
C -3.151 -0.598 1.052 2.3667 1.9105 -0.6522
H 0.299 -1.122 1.324 -0.2572 0.6049 -0.1627
H -1.052 -2.327 1.393 0.7147 1.7156 -0.9276
H -0.342 -1.774 -0.167 -0.2171 0.6137 -0.0436
H -1.562 0.500 0.014 -0.3478 -0.9266 0.6725
H -4.016 -0.016 0.650 1.1880 0.0764 0.2060
H -3.491 -1.166 1.895 0.3673 -1.1478 0.0370
```
Forces are in eV/Å.

## Properties
* 2S+1: 1
* charge: -1
* highest occupied orbital energy: -2.240 eV

=====

Entry 3:
Density functional theory data (the ωB97M-V functional and the def2-TZVPD basis) for a molecular structure, C4HAlO2 at a distorted geometry.

XYZ file:
```
8
Properties=species:S:1:pos:R:3:forces:R:3
O 0.175 0.429 -2.786 0.4880 0.2687 1.3556
C 0.256 0.260 -1.498 -0.4572 -0.4167 -0.3683
C 0.297 0.030 -0.308 0.2065 0.0979 0.7799
H -0.576 -0.042 -3.172 -0.1143 -0.2090 -0.0107
C 0.193 -0.078 1.133 0.6160 1.0121 -4.3896
C 0.598 0.868 2.017 0.1923 0.3637 0.3939
O -0.623 -1.079 1.595 -1.3395 -2.1399 -2.5097
Al -0.321 -0.387 3.018 0.4081 1.0232 4.7488
```
Forces are in eV/Å.

## Properties
* 2S+1: 2
* charge: +1
* ⟨S²⟩: 0.78
* highest occupied orbital energy (alpha / beta): -13.897 / -13.574 eV

=====

Entry 4:
Density functional theory data (the ωB97M-V functional and the def2-TZVPD basis) for a molecular structure, C4HBaLiO4 at a distorted geometry.

XYZ file:
```
11
Properties=species:S:1:pos:R:3:forces:R:3
O 0.754 0.133 -0.727 -0.0657 0.0939 0.0039
C 0.759 -0.331 -1.759 -0.0052 -0.0063 0.0478
C 3.091 0.822 1.742 -5.8781 0.4566 -2.3177
C 3.885 0.059 1.013 1.1576 1.3590 3.2311
H 4.190 -0.076 -0.016 0.6301 0.2888 0.5303
Li 1.119 1.195 1.087 0.4607 0.0588 0.0356
O 4.681 -0.348 2.225 1.7823 -4.6560 -1.6769
C 3.822 -0.723 3.157 2.2168 2.1893 1.6558
O 4.178 -1.276 4.200 -0.9635 -1.0200 0.1836
O 2.745 -0.009 3.014 0.2093 0.9611 -0.8407
Ba 2.960 -2.065 6.741 0.4556 0.2747 -0.8527
```
Forces are in eV/Å.

## Properties
* 2S+1: 2
* charge: +1
* ⟨S²⟩: 0.75
* highest occupied orbital energy (alpha / beta): -8.286 / -11.445 eV

=====

Values of energy above the lowest of the compared OMol25 structures with the same formula, charge and spin, in order: 137.3; 163.4; 0.0; 323.1, all in kJ/mol.